# 1
C16H32O | ωB97M-V/def2-TZVPD

Each line ends with the natural charge from an NBO analysis.
Cartesian coordinates (Å):
C 2.09184 3.17777 1.64619  -0.599
C 1.67984 2.41319 0.39407  -0.396
C 2.88553 2.06946 -0.47809  -0.395
C 2.51013 1.40919 -1.80626  -0.391
C 1.88144 0.02029 -1.67938  -0.385
C 2.86115 -1.04437 -1.18863  -0.409
C 2.22825 -2.43932 -1.07238  -0.398
C 1.87841 -2.84625 0.36119  -0.382
C 0.78291 -2.01524 1.03003  -0.403
C -0.59267 -2.21236 0.39432  -0.404
C -1.73357 -1.65856 1.25004  -0.393
C -1.73368 -0.13788 1.42103  -0.403
C -1.94271 0.66065 0.13187  -0.387
C -3.24408 0.36120 -0.61023  -0.405
C -4.49169 0.67424 0.21016  -0.519
C -5.75752 0.51613 -0.57689  0.455
O -5.83725 0.16808 -1.72051  -0.519
H 2.78395 2.58723 2.24313  0.200
H 2.58271 4.11168 1.38061  0.201
H 1.22275 3.40917 2.25823  0.206
H 1.16413 1.49971 0.69331  0.192
H 0.97631 3.01583 -0.18532  0.194
H 3.56353 1.42213 0.08090  0.193
H 3.42826 2.99259 -0.69802  0.200
H 1.80823 2.06294 -2.33078  0.198
H 3.40865 1.33031 -2.42374  0.199
H 1.02337 0.07070 -1.01088  0.190
H 1.51049 -0.27815 -2.66379  0.201
H 3.26668 -0.75607 -0.21802  0.193
H 3.69805 -1.08196 -1.89007  0.202
H 1.33583 -2.49193 -1.69754  0.196
H 2.93122 -3.18215 -1.45647  0.206
H 2.78504 -2.78060 0.96893  0.197
H 1.56605 -3.89416 0.35691  0.197
H 0.72495 -2.31552 2.08017  0.201
H 1.06398 -0.96253 1.00791  0.193
H -0.76157 -3.28438 0.26145  0.203
H -0.61975 -1.75496 -0.59477  0.197
H -1.67233 -2.11112 2.24374  0.200
H -2.68347 -1.97251 0.81279  0.197
H -0.78523 0.17095 1.86526  0.204
H -2.51608 0.12652 2.13633  0.197
H -1.91574 1.72441 0.38389  0.200
H -1.11277 0.47223 -0.55050  0.202
H -3.27237 -0.68465 -0.91733  0.208
H -3.27347 0.96169 -1.52205  0.218
H -4.56836 0.01848 1.08152  0.227
H -4.46046 1.70092 0.58758  0.225
H -6.66891 0.75700 0.01011  0.095

Computed properties:
SMILES: CCCCCCCCCCCCCCCC=O
E_LUMO: 0.90 eV
Relative energy (zero: lowest compared OMol25 entry of this formula, charge and spin): 2.0 kcal per mole
Gap between HOMO and LUMO: 10.71 eV
Electronic energy: -704.082830 Ha
Total charge: 0
HOMO energy: -9.8 eV

=====

# 2
C16H32O32S8 | ωB97M-V/def2-TZVPD

Each line ends with the Mulliken charge.
Cartesian coordinates (Å):
C -17.65932 -5.29021 8.29934  0.236
C -18.26005 -4.45277 7.12110  -0.554
O -17.08619 -3.82474 6.48252  -0.366
S -15.87933 -3.46663 7.54195  1.186
O -16.06527 -2.01581 7.90704  -0.700
O -14.52850 -3.99383 7.21498  -0.316
O -16.63196 -4.44752 8.75937  -0.421
H -17.12608 -6.18295 7.97257  -0.165
H -18.41488 -5.58492 9.02761  0.462
H -19.04528 -3.73413 7.35576  0.339
H -18.76051 -5.05317 6.36139  0.347
C -9.28783 -6.85773 8.01417  0.270
C -10.46252 -7.88543 7.91739  -0.732
O -10.49426 -8.41238 9.20416  -0.214
S -8.95546 -8.79398 9.57159  0.941
O -8.31125 -9.78760 8.73594  -0.651
O -8.74225 -8.95216 11.03871  -0.666
O -8.52318 -7.27835 9.18206  -0.174
H -9.71743 -5.86328 8.13511  -0.451
H -8.63520 -6.95297 7.14635  0.904
H -10.06198 -8.59042 7.18893  0.430
H -11.39437 -7.52607 7.48077  0.074
C -14.23946 -8.03929 6.42021  -0.404
C -14.75475 -7.22842 7.69220  0.064
O -15.41958 -6.18068 7.03001  -0.226
S -16.31650 -6.65688 5.71409  1.235
O -16.08931 -5.73129 4.63047  -0.582
O -17.71158 -6.92847 6.12848  -0.622
O -15.43765 -8.10221 5.63642  -0.514
H -13.86399 -9.06232 6.44341  0.352
H -13.61190 -7.39826 5.80105  0.495
H -13.83912 -6.93964 8.20826  0.486
H -15.46263 -7.79123 8.30069  0.246
C -7.85208 -3.64519 8.17160  0.120
C -6.37003 -3.64203 8.60720  0.001
O -5.86516 -4.94544 8.55749  -0.398
S -6.49615 -5.76038 7.32642  1.205
O -6.78035 -7.18224 7.65089  -0.476
O -5.69264 -5.60350 6.09253  -0.662
O -7.89894 -4.85602 7.37534  -0.484
H -8.17669 -2.78833 7.58125  0.377
H -8.44016 -3.79292 9.07738  0.747
H -6.20319 -3.22190 9.59905  0.095
H -5.79597 -2.90531 8.04524  0.353
C -12.23460 -10.23802 10.88286  -0.498
C -11.33333 -9.01660 11.22586  1.074
O -12.18596 -7.86856 11.05703  -0.501
S -13.82298 -8.29300 10.82724  1.113
O -14.19072 -7.98240 9.42500  -0.369
O -14.65619 -7.79744 11.83398  -0.693
O -13.59231 -9.85212 11.12373  -0.456
H -11.98872 -10.96103 11.66061  0.346
H -12.18693 -10.70582 9.89950  0.340
H -10.43796 -8.90154 10.61497  -0.759
H -11.00019 -9.03659 12.26351  0.439
C -12.50140 -6.24680 9.01502  -0.506
C -13.35805 -5.00592 9.13612  0.202
O -12.43250 -3.96898 9.11650  -0.593
S -10.90352 -4.36985 8.52610  1.424
O -9.73241 -3.77059 9.22866  -0.676
O -10.94546 -4.23706 7.01877  -1.014
O -11.07819 -5.89185 9.06360  -0.712
H -12.67963 -6.77549 8.07863  0.998
H -12.76765 -6.93669 9.81581  0.021
H -13.82684 -5.00119 10.12014  -0.366
H -14.14655 -4.89010 8.39251  -0.352
C -9.17016 -2.06697 9.48378  0.195
C -9.10018 -0.54621 9.69405  -0.391
O -7.82839 -0.20834 10.26325  -0.395
S -7.06907 -1.48614 10.86654  1.205
O -7.54419 -1.57302 12.23434  -0.597
O -5.61620 -1.65710 10.60602  -0.634
O -7.86301 -2.57536 9.90568  -0.303
H -9.46060 -2.45309 8.50671  0.308
H -9.96964 -2.51726 10.07214  -0.130
H -9.90290 -0.19849 10.34429  0.297
H -9.14259 -0.08249 8.70852  0.312
C -14.33318 -4.11540 12.84009  -0.647
C -13.81474 -5.21109 11.89334  -0.356
O -12.58469 -4.81926 11.38350  0.194
S -11.86494 -3.68007 12.37558  1.372
O -11.81943 -2.48675 11.56710  -0.572
O -10.62371 -4.30307 12.96944  -0.618
O -13.17322 -3.62167 13.37721  -0.419
H -15.09973 -4.40169 13.56019  0.359
H -14.66686 -3.31634 12.17808  0.369
H -14.54912 -5.50999 11.14537  0.454
H -13.58194 -6.06157 12.53411  0.352

Computed properties:
E_LUMO: -0.19 eV
Relative energy (zero: lowest compared OMol25 entry of this formula, charge and spin): 604.3 kcal per mole
Gap between HOMO and LUMO: 9.77 eV
Electronic energy: -6220.915938 Ha
Total charge: 0
HOMO energy: -10.0 eV

=====

# 3
C16H32O32S8 | ωB97M-V/def2-TZVPD

Each line ends with the Mulliken charge.
Cartesian coordinates (Å):
C -5.10351 -0.60102 -0.62318  0.346
C -4.13438 -1.64376 -1.19799  0.343
O -4.20284 -1.50834 -2.63052  -0.326
S -4.79847 -0.05294 -3.07516  1.049
O -6.09451 -0.25394 -3.65891  -0.579
O -3.76603 0.71754 -3.70496  -0.507
O -5.05224 0.45840 -1.59520  -0.213
H -4.74425 -0.16811 0.30351  -0.319
H -6.13364 -0.95223 -0.66941  0.320
H -4.41121 -2.69544 -1.10279  0.271
H -3.10094 -1.62873 -0.84733  -0.388
C -5.26799 2.97180 0.52868  -0.151
C -4.37733 4.22333 0.36612  -0.509
O -3.02381 3.82990 0.29634  -0.335
S -2.79928 2.29644 0.75332  1.278
O -2.02337 2.19290 1.94728  -0.644
O -2.50103 1.50547 -0.39904  -0.435
O -4.34047 2.10911 1.23173  -0.378
H -5.44294 2.46301 -0.41844  0.115
H -6.17034 3.17782 1.09027  0.366
H -4.47414 4.79637 1.29394  0.308
H -4.72971 4.92380 -0.38861  0.376
C 5.75060 2.93171 -0.35160  0.054
C 5.67634 4.47821 -0.40946  -0.321
O 4.91503 4.77534 -1.57697  -0.361
S 4.55323 3.39742 -2.42386  1.075
O 4.82132 3.61840 -3.82004  -0.597
O 3.25808 2.92898 -2.05500  -0.357
O 5.69970 2.51203 -1.70181  -0.362
H 4.92492 2.44729 0.17668  -0.060
H 6.68520 2.55840 0.06234  0.348
H 6.64340 4.96935 -0.39427  0.319
H 5.04779 4.71625 0.44963  0.287
C 0.42685 0.76477 -2.91321  0.602
C 1.33583 1.47728 -3.91753  -0.439
O 1.15244 0.66384 -5.10022  -0.459
S 1.26040 -0.87692 -4.64262  1.032
O 2.65529 -1.14996 -4.35734  -0.591
O 0.55695 -1.72767 -5.56743  -0.567
O 0.41816 -0.64863 -3.27851  -0.008
H -0.61978 1.04595 -2.82889  0.181
H 0.88863 0.83197 -1.92874  -0.447
H 2.41438 1.36295 -3.82694  0.336
H 1.02303 2.49589 -4.12154  0.385
C -4.49224 -1.44389 4.83443  -0.379
C -4.77730 -0.18576 3.98156  -0.466
O -3.89694 -0.24558 2.87660  0.062
S -3.61849 -1.77681 2.53647  0.905
O -2.41191 -1.91699 1.79443  -0.283
O -4.79426 -2.47792 2.09251  -0.615
O -3.52579 -2.19415 4.11246  -0.394
H -5.34757 -2.07209 5.08849  0.280
H -4.03032 -1.22773 5.80139  0.266
H -4.63985 0.78751 4.44690  0.348
H -5.82485 -0.21718 3.66900  0.273
C 0.46939 -1.68535 1.07948  -0.229
C -0.31438 -0.40889 0.78072  0.539
O 0.66234 0.52646 0.34645  -0.153
S 2.17902 0.02770 0.59790  0.607
O 2.61464 0.20798 1.96455  -0.498
O 3.09532 0.44302 -0.42824  -0.394
O 1.66794 -1.49705 0.32068  -0.305
H -0.08183 -2.60267 0.90853  0.349
H 0.73229 -1.62728 2.13934  0.319
H -0.85825 0.07350 1.59383  0.046
H -1.11614 -0.45906 0.04053  -0.299
C 4.82441 0.83518 4.05181  -0.133
C 5.58283 -0.37801 3.53524  -0.108
O 6.92571 0.03435 3.26199  -0.327
S 7.23420 1.52714 3.74741  1.045
O 7.39003 2.34560 2.57794  -0.480
O 8.28560 1.55493 4.72782  -0.566
O 5.81987 1.74689 4.55007  -0.370
H 4.16496 0.63772 4.89081  0.315
H 4.33487 1.32076 3.20681  0.188
H 5.17237 -0.62522 2.55556  0.130
H 5.58499 -1.24210 4.19626  0.314
C 1.07850 -4.89267 -2.22236  -0.295
C 0.51060 -6.26396 -2.46355  -0.338
O -0.84427 -6.13617 -2.05244  -0.371
S -1.41767 -4.58930 -2.10311  1.084
O -1.75052 -4.10967 -0.79088  -0.469
O -2.40578 -4.54151 -3.13163  -0.567
O 0.05939 -3.96755 -2.51172  -0.181
H 1.91274 -4.66311 -2.88904  0.363
H 1.52566 -4.75040 -1.23359  0.179
H 0.95607 -7.09709 -1.92569  0.297
H 0.56922 -6.50784 -3.52802  0.272

Computed properties:
E_LUMO: -0.21 eV
Relative energy (zero: lowest compared OMol25 entry of this formula, charge and spin): 46.1 kcal per mole
Gap between HOMO and LUMO: 10.31 eV
Electronic energy: -6221.805435 Ha
Total charge: 0
HOMO energy: -10.5 eV

=====

# 4
C16H33AsN2O4SSeTi | ωB97M-V/def2-TZVPD

Each line ends with the Mulliken spin population.
Cartesian coordinates (Å):
Ti 0.11119 0.73524 -0.20114  1.931
C 0.80741 1.75271 2.63264  -0.002
C 1.86665 0.76800 2.18530  0.033
O 2.08861 0.85874 0.76434  -0.007
C 2.85861 2.00873 0.35250  -0.007
C 2.26355 2.60976 -0.90273  0.015
O 0.85980 2.76785 -0.64672  0.001
C 0.09153 3.43682 -1.65435  0.008
C -1.38544 2.97002 -1.57923  0.007
O -1.64151 1.97066 -0.56912  -0.014
C -2.25065 2.38421 0.66968  0.006
C -1.20568 2.68934 1.71558  0.019
O -0.36842 1.52903 1.84278  -0.004
H 1.14258 2.78431 2.49291  -0.005
H 0.57898 1.60636 3.69121  0.002
H 1.54319 -0.25676 2.36095  -0.025
H 2.80556 0.94421 2.71419  0.007
H 3.88977 1.70382 0.16907  0.000
H 2.84634 2.74897 1.15352  -0.004
H 2.40003 1.97556 -1.78334  0.005
H 2.73111 3.58145 -1.08154  0.005
H 0.50274 3.20088 -2.63654  0.001
H 0.16031 4.51168 -1.47712  0.001
H -1.65486 2.50046 -2.52207  0.000
H -2.05057 3.81308 -1.39492  -0.001
H -2.87739 1.54788 0.97876  -0.015
H -2.88207 3.25684 0.49713  0.004
H -1.67854 2.91659 2.67401  0.003
H -0.58475 3.53826 1.41227  -0.004
C -0.04707 -3.02862 -3.54549  0.004
As -0.83066 -1.27663 -3.61874  0.010
C -2.56371 -1.36139 -2.78262  0.004
C -1.06523 -0.78683 -5.45804  0.000
S 0.43566 0.17499 -2.70549  -0.004
H -0.80873 -3.77753 -3.75870  0.001
H 0.35291 -3.17369 -2.54404  -0.001
H 0.75360 -3.09547 -4.27940  0.000
H -2.50143 -2.00195 -1.90496  0.002
H -3.29159 -1.76526 -3.48497  0.000
H -2.85535 -0.35675 -2.48266  -0.001
H -1.54935 -1.59740 -6.00078  0.000
H -0.08518 -0.58356 -5.88503  0.000
H -1.67777 0.11131 -5.50646  0.000
C -2.12459 -2.26939 3.02124  0.000
N -0.70294 -2.59007 3.00288  -0.001
C -0.01996 -3.13343 4.07042  0.000
C 1.25115 -3.33443 3.66644  0.000
N 1.33152 -2.90925 2.35653  0.000
C 2.53427 -3.01215 1.53755  0.001
C 0.12800 -2.45780 1.95452  0.014
Se -0.30135 -1.87072 0.22065  0.011
H -2.70050 -3.17978 3.17228  0.000
H -2.38662 -1.82591 2.06564  -0.001
H -2.32750 -1.56755 3.82731  0.000
H -0.50157 -3.33338 5.01082  0.000
H 2.10098 -3.74416 4.18259  0.000
H 3.39209 -2.70907 2.13362  0.000
H 2.42685 -2.35995 0.67518  0.000
H 2.66604 -4.03887 1.20168  0.000

Computed properties:
E_LUMO (alpha / beta): -4.25 / -4.26 eV
Spin multiplicity: 3
Relative energy (zero: lowest compared OMol25 entry of this formula, charge and spin): 2.6 kcal per mole
Gap between HOMO and LUMO (alpha / beta): 8.21 / 9.48 eV
Electronic energy: -6924.339045 Ha
Total charge: +2
HOMO energy (alpha / beta): -12.5 / -13.7 eV